1.
{"formula": "C41H31N3O6Ti", "method": "ωB97M-V/def2-TZVPD", "symbols": ["Ti", "O", "O", "O", "O", "O", "O", "N", "N", "N", "C", "C", "C", "C", "C", "C", "C", "C", "C", "C", "C", "C", "C", "C", "C", "C", "C", "C", "C", "C", "C", "C", "C", "C", "C", "C", "C", "C", "C", "C", "C", "C", "C", "C", "C", "C", "C", "C", "C", "C", "C", "H", "H", "H", "H", "H", "H", "H", "H", "H", "H", "H", "H", "H", "H", "H", "H", "H", "H", "H", "H", "H", "H", "H", "H", "H", "H", "H", "H", "H", "H", "H"], "positions_angstrom": [[0.558659, 1.334788, 0.303288], [0.611529, 0.258730, 1.738354], [1.098954, 3.185068, 0.533604], [-2.187347, 2.620375, -1.708971], [-1.125345, 2.550555, 2.736752], [2.488183, 1.632739, -0.015596], [0.416437, 0.384359, -1.222187], [-1.375217, -1.085528, 0.135221], [2.267228, 2.587070, 0.913094], [-1.375671, 2.280220, 0.440532], [-0.484415, 0.643235, -4.807587], [1.587792, -1.914650, 1.779875], [-1.760763, -1.465587, -1.083366], [-2.606156, 3.977237, 1.474921], [3.533877, -3.608857, 0.707647], [0.266100, -2.373756, -3.553902], [-1.969401, -3.221079, 0.994077], [0.213059, 2.787574, -5.631920], [1.698594, -0.240138, 6.537787], [1.655667, -1.536682, 6.042820], [1.393184, 0.818888, 5.698886], [-0.397875, 1.559145, -5.842125], [1.046037, 0.597563, 4.372671], [-3.163500, 4.872707, 2.366422], [-0.084901, -0.101138, -2.422921], [0.736640, 3.078401, -4.383868], [0.645820, 2.159705, -3.346087], [0.025041, 0.935820, -3.544896], [3.753056, -2.239404, 0.772402], [-4.415420, 5.789718, 0.497152], [2.792517, -1.398351, 1.304324], [1.380340, -3.285980, 1.721912], [2.344240, -4.129856, 1.182545], [2.407679, -3.460709, -3.517432], [1.311947, -1.759536, 4.720214], [-1.611373, 2.869622, 1.670468], [1.079639, -3.441292, -3.908285], [-1.573516, -0.466994, -2.189688], [-2.425786, -3.606159, -0.254029], [2.100718, -1.342884, -2.414805], [1.005679, -0.696639, 3.874945], [0.588832, -0.955353, 2.420673], [-2.132289, 2.897092, -0.523147], [-4.077743, 5.787065, 1.850450], [-0.866737, -1.482898, 2.462208], [-2.940276, 3.981448, 0.134933], [2.912666, -2.407284, -2.768944], [0.766008, -1.314277, -2.807472], [-3.849172, 4.878358, -0.390344], [-1.425588, -1.947059, 1.143447], [-2.302075, -2.727431, -1.315827], [4.285797, -4.262479, 0.283799], [-5.129594, 6.519065, 0.134259], [1.218519, 4.030167, -4.200682], [3.045278, -4.293167, -3.786351], [-2.892644, 4.858639, 3.413619], [2.960318, -0.330886, 1.326183], [1.971155, -0.058819, 7.569882], [-1.466145, -0.651289, 2.844559], [1.075512, 2.410203, -2.386482], [2.490001, -0.532807, -1.811508], [1.898109, -2.374344, 6.685029], [-2.025679, -0.843353, -3.110431], [0.458599, -3.716398, 2.089035], [0.668167, -4.262047, -4.482123], [-0.951459, -0.316489, -4.994240], [-2.076249, 0.465383, -1.938500], [-0.937718, -2.291966, 3.193851], [-4.537250, 6.513454, 2.509741], [-2.017432, -3.894078, 1.840012], [-2.856524, -4.589043, -0.403171], [-0.771204, -2.380216, -3.862891], [4.677320, -1.818086, 0.398760], [-2.619570, -3.007552, -2.311234], [-0.807445, 1.311249, -6.813427], [-4.095875, 4.870370, -1.443054], [3.945785, -2.415506, -2.446934], [2.153357, -5.194064, 1.130256], [1.301806, -2.771901, 4.334925], [0.284249, 3.507516, -6.437326], [1.421642, 1.834802, 6.072879], [0.793634, 1.425689, 3.723369]], "forces_ev_per_angstrom": [[0.24, -0.07, -0.01], [0.03, 0.02, 0.07], [0.03, -0.31, 0.10], [0.09, 0.12, 0.20], [-0.03, 0.03, -0.17], [-0.20, -0.11, -0.09], [-0.11, 0.55, -0.46], [-0.03, 0.01, -0.01], [0.11, 0.28, 0.04], [0.36, -0.21, 0.08], [-0.04, 0.00, 0.01], [0.04, -0.02, 0.04], [0.01, -0.03, 0.02], [-0.16, 0.05, -0.05], [0.07, -0.01, -0.02], [-0.01, -0.02, -0.05], [0.04, 0.02, -0.05], [0.00, 0.01, -0.05], [0.01, -0.01, 0.03], [0.00, 0.00, 0.03], [0.00, 0.07, 0.02], [0.00, 0.01, -0.01], [-0.04, 0.07, -0.04], [0.00, -0.07, -0.16], [-0.01, -0.17, 0.32], [0.01, -0.01, 0.06], [0.05, 0.04, 0.00], [-0.02, -0.04, 0.01], [0.03, -0.01, 0.00], [-0.03, 0.03, 0.02], [-0.11, -0.01, -0.03], [0.00, -0.03, -0.04], [-0.06, 0.00, 0.02], [0.06, -0.02, -0.01], [0.01, -0.01, -0.02], [-0.12, 0.06, 0.11], [-0.05, -0.01, 0.00], [-0.08, -0.07, -0.14], [-0.01, -0.02, 0.01], [0.00, -0.03, 0.04], [0.02, -0.09, 0.02], [-0.09, 0.15, 0.00], [-0.21, -0.11, -0.21], [-0.03, 0.04, 0.01], [-0.09, -0.06, 0.05], [0.01, 0.10, 0.04], [0.03, 0.01, 0.01], [0.00, -0.03, 0.00], [0.09, -0.03, 0.18], [-0.06, -0.05, 0.03], [0.02, 0.04, 0.03], [0.01, -0.02, -0.02], [0.00, 0.00, 0.01], [0.01, 0.02, -0.02], [0.01, -0.03, -0.01], [0.00, 0.00, 0.01], [0.02, 0.05, 0.02], [0.01, 0.00, 0.02], [0.04, 0.00, -0.03], [-0.03, -0.06, 0.08], [0.00, 0.01, -0.01], [0.00, -0.01, 0.01], [0.04, 0.02, 0.05], [-0.02, 0.01, 0.00], [-0.01, -0.02, -0.02], [0.01, 0.02, 0.00], [0.03, 0.06, 0.02], [0.01, 0.03, -0.02], [-0.01, 0.01, -0.01], [-0.01, -0.03, 0.03], [0.00, 0.00, 0.01], [0.01, -0.02, -0.01], [0.04, 0.01, -0.02], [0.00, -0.01, -0.02], [0.00, 0.00, -0.02], [-0.01, 0.00, -0.03], [0.03, -0.02, 0.01], [0.01, -0.03, 0.00], [0.00, -0.02, 0.00], [-0.01, 0.02, -0.01], [0.00, 0.00, 0.01], [0.01, -0.04, 0.02]], "mulliken_spin": [0.167, -0.025, 0.073, 0.003, 0.001, 0.148, 0.014, 0.000, 0.572, 0.008, -0.001, -0.004, 0.001, -0.002, 0.000, -0.001, 0.000, 0.000, 0.000, 0.000, 0.006, 0.000, 0.014, 0.000, 0.005, 0.002, -0.039, 0.007, 0.003, 0.000, -0.004, 0.002, 0.000, 0.000, 0.000, 0.001, 0.000, 0.000, 0.000, -0.010, -0.010, 0.030, -0.001, 0.000, 0.001, 0.001, 0.001, 0.006, 0.001, -0.001, 0.000, 0.000, 0.000, 0.000, 0.000, 0.000, 0.006, 0.000, 0.000, 0.017, 0.012, 0.000, 0.000, 0.000, 0.000, 0.000, -0.001, 0.000, 0.000, 0.000, 0.000, 0.000, 0.000, 0.000, 0.000, 0.000, 0.000, 0.000, 0.000, 0.000, 0.000, -0.004], "s2": 0.76, "gap_ev": [6.6, 8.8], "spin_multiplicity": 2, "charge": -1, "largest_force_ev_per_a": 0.723, "energy_ev": -82895.8074}

2.
{"formula": "C41H32BrN2O3P2Ru", "method": "ωB97M-V/def2-TZVPD", "symbols": ["Ru", "Br", "P", "P", "O", "O", "O", "N", "N", "C", "C", "C", "C", "C", "C", "C", "C", "C", "C", "C", "C", "C", "C", "C", "C", "C", "C", "C", "C", "C", "C", "C", "C", "C", "C", "C", "C", "C", "C", "C", "C", "C", "C", "C", "C", "C", "C", "C", "C", "C", "H", "H", "H", "H", "H", "H", "H", "H", "H", "H", "H", "H", "H", "H", "H", "H", "H", "H", "H", "H", "H", "H", "H", "H", "H", "H", "H", "H", "H", "H", "H", "H"], "positions_angstrom": [[1.764499, -0.088999, -0.333967], [6.234599, 0.182201, 5.658333], [-1.518801, -1.445399, -0.333567], [-1.384101, 1.559101, 0.001033], [1.860799, -0.094499, 1.599833], [-0.018401, -1.338099, -0.387367], [0.071699, 1.514601, -0.349967], [3.793899, 0.133301, -0.390367], [2.017099, -0.004399, -2.317267], [-2.295901, 0.156901, -0.798767], [5.639399, 0.171001, -2.079667], [-1.895601, 3.169101, -2.151167], [-3.303101, 5.100201, -0.734867], [5.186699, 0.195601, 3.008233], [1.327699, 0.028101, -4.602267], [-2.473701, -4.713499, -3.364367], [-2.095401, 3.040001, -0.779067], [-3.866301, -2.528799, 2.793233], [4.306499, 0.139101, -1.697567], [4.583099, 0.189001, 0.647533], [2.531699, -0.064999, 3.828333], [-2.096901, 1.551401, 4.513233], [2.630299, 0.099801, -5.036667], [3.311699, 0.092801, -2.715267], [-0.846601, 1.847001, 3.986033], [-2.953801, -2.575699, 3.838833], [2.814299, -0.007999, 2.430833], [-2.019401, -2.700099, -1.542967], [3.673099, 0.128501, -4.087667], [-3.436701, -2.198599, 1.521433], [5.992699, 0.196001, -3.435367], [-2.966501, 1.204901, 2.303733], [-1.708401, 1.493701, 1.776133], [-2.786401, 4.002101, -0.059467], [-3.130501, -3.498799, -3.499767], [-2.418601, 4.264201, -2.816867], [-2.091601, -1.897399, 1.313633], [5.042599, 0.188001, -4.425567], [4.197499, 0.136001, 2.018733], [-1.591001, -4.928399, -2.316167], [3.521899, -0.005699, 4.765133], [-1.366201, -3.921999, -1.394767], [1.063399, -0.034999, -3.231767], [-3.126201, 5.222701, -2.105067], [-3.152601, 1.225701, 3.674233], [-1.169701, -1.963999, 2.353333], [-1.608801, -2.299299, 3.621333], [-2.917001, -2.484799, -2.578167], [-0.649401, 1.823201, 2.616833], [4.865699, 0.120001, 4.357633], [-2.664601, -5.503099, -4.075267], [-2.254801, 1.592901, 5.579533], [-4.903301, -2.769499, 2.968533], [0.310399, 2.068201, 2.177633], [-3.446901, -1.549199, -2.681767], [6.223699, 0.295501, 2.725533], [-2.275901, 4.368201, -3.883267], [-3.290201, -2.853499, 4.825633], [-0.690301, -4.069099, -0.563567], [-3.799301, 0.980901, 1.653533], [-3.810301, -3.334699, -4.322067], [-3.534901, 6.076401, -2.624167], [3.285999, -0.056999, 5.817133], [6.438099, 0.179601, -1.353867], [-0.126301, -1.754199, 2.148733], [-2.922601, 3.906301, 1.007733], [5.656199, 0.272801, 0.477533], [-4.127001, 1.017501, 4.087333], [-1.326701, 2.424301, -2.692267], [-2.208501, 0.291701, -1.881867], [7.039199, 0.231601, -3.696767], [0.507799, 0.012301, -5.302267], [2.867899, 0.129101, -6.088567], [-3.351701, 0.175501, -0.527667], [-0.040401, 2.128901, 4.645133], [-4.129601, -2.184899, 0.690933], [0.047399, -0.128299, -2.863667], [5.327599, 0.225101, -5.467067], [1.493999, -0.160699, 4.110133], [-3.838201, 5.860501, -0.185267], [-0.909901, -2.373299, 4.440233], [-1.090101, -5.877599, -2.207767]], "forces_ev_per_angstrom": [[-2.69, -0.40, -0.29], [-0.96, -0.03, -1.00], [-2.48, -0.49, -0.46], [-2.16, 0.75, -0.16], [-0.01, 0.21, 1.24], [3.06, 0.99, 0.14], [2.33, -1.05, -0.24], [0.31, -0.21, 1.23], [-0.17, 0.24, -0.64], [0.96, -0.25, 0.47], [-0.62, 0.01, 0.35], [-0.12, 0.16, -0.10], [0.02, -0.01, 0.06], [-0.25, 0.02, -1.54], [0.25, -0.03, -0.05], [-0.09, 0.04, -0.09], [0.38, -0.89, 0.58], [0.01, -0.02, 0.00], [0.49, 0.04, -1.77], [0.02, 0.01, -0.66], [-0.04, -0.09, 0.43], [0.10, -0.02, -0.06], [-0.22, -0.01, 0.32], [1.05, -0.03, -0.12], [-0.06, 0.02, 0.07], [0.11, 0.01, -0.03], [0.66, 0.02, -0.15], [0.31, 0.63, 0.81], [-0.16, -0.01, 0.53], [0.20, 0.11, -0.10], [-0.07, 0.04, -0.30], [0.13, 0.03, -0.10], [0.15, 0.13, -0.58], [-0.11, 0.13, -0.09], [-0.06, 0.02, 0.01], [0.10, -0.19, 0.00], [0.35, 0.04, -0.50], [0.07, 0.00, 0.27], [-0.07, 0.07, 1.04], [0.01, 0.01, 0.18], [-0.38, -0.02, -0.12], [-0.03, -0.04, -0.14], [-0.43, 0.05, -0.12], [-0.03, 0.08, 0.08], [-0.04, 0.05, -0.04], [-0.04, 0.13, -0.12], [-0.13, -0.08, 0.06], [0.06, -0.01, -0.14], [0.03, -0.06, -0.11], [0.70, 0.01, 1.61], [0.02, -0.05, -0.08], [-0.01, -0.01, 0.12], [-0.09, -0.02, 0.01], [0.00, 0.05, 0.10], [-0.04, 0.10, -0.02], [0.14, 0.01, -0.08], [0.00, 0.03, -0.02], [-0.03, -0.01, 0.11], [0.09, -0.12, 0.03], [-0.11, -0.05, -0.04], [-0.09, -0.05, -0.03], [-0.04, 0.07, -0.02], [-0.02, 0.00, 0.08], [0.06, 0.01, 0.04], [-0.02, -0.01, 0.10], [-0.02, -0.01, 0.09], [-0.16, 0.02, -0.09], [-0.09, -0.05, 0.04], [0.04, -0.03, -0.09], [-0.05, 0.05, 0.09], [0.07, -0.01, -0.01], [-0.08, -0.05, -0.01], [0.00, 0.02, -0.15], [-0.01, 0.00, 0.04], [0.10, 0.05, 0.09], [-0.13, -0.03, -0.04], [0.11, 0.04, -0.03], [0.04, -0.02, -0.05], [-0.12, -0.01, 0.07], [-0.05, 0.04, 0.00], [0.07, 0.00, 0.09], [0.02, -0.10, -0.01]], "nbo_charge": [1.618, 0.354, 1.979, 1.957, -0.565, -1.122, -1.131, -0.480, -0.490, -1.155, -0.140, -0.221, -0.189, -0.107, -0.254, -0.152, -0.357, -0.208, 0.049, 0.217, -0.188, -0.154, -0.033, 0.240, -0.219, -0.158, 0.453, -0.473, -0.104, -0.122, -0.179, -0.110, -0.482, -0.191, -0.194, -0.181, -0.476, -0.108, -0.143, -0.209, -0.171, -0.116, 0.132, -0.157, -0.209, -0.184, -0.194, -0.183, -0.182, -0.028, 0.244, 0.242, 0.246, 0.220, 0.219, 0.260, 0.235, 0.242, 0.215, 0.217, 0.242, 0.244, 0.274, 0.231, 0.213, 0.229, 0.227, 0.244, 0.201, 0.283, 0.261, 0.264, 0.258, 0.303, 0.225, 0.222, 0.227, 0.257, 0.265, 0.243, 0.225, 0.241], "s2": 6.03, "gap_ev": [6.3, 4.1], "spin_multiplicity": 5, "charge": 3, "largest_force_ev_per_a": 3.223, "energy_ev": -143338.5633}